# 1
Molecular formula: C23H14BrCl5F6N3O11RuS3
Method: DFT, ωB97M-V with the def2-TZVPD basis set

2S+1: 6
LUMO energy (spin up / spin down): 3.613 / 2.814 eV
Energy above the lowest of the compared OMol25 structures with the same formula, charge and spin: 21.8 kcal per mole
Gap between HOMO and LUMO (spin up / spin down): 0.28577 / 0.28241 hartree
Total charge: -2
HOMO level (spin up / spin down): -4.16 / -4.87 eV

Structure (XYZ):
```
67
Properties=species:S:1:pos:R:3:nbo_charge:R:1
Ru -1.3072 0.2252 -0.2417 1.760
N -0.5195 2.0581 -1.4660 -0.675
N -1.5835 3.0508 -1.4239 -0.537
C -2.9363 2.6152 -1.1645 0.877
O -3.8779 3.2918 -1.5763 -0.674
O -2.9922 1.5355 -0.4384 -0.776
H 0.2448 2.6786 -1.1754 0.435
H -0.4957 1.7757 -2.4108 0.387
H -1.5022 3.7963 -2.0808 0.390
Cl 1.9068 0.7382 1.2351 0.001
C 0.6377 0.4284 2.4468 -0.085
C -0.6868 0.3145 1.9957 -0.302
C -1.6619 -0.0846 2.9479 -0.069
Cl -3.3146 -0.2746 2.3453 0.034
C -1.2794 -0.2660 4.2522 -0.111
Cl -2.4108 -0.7732 5.4284 0.033
C 0.0418 -0.0289 4.6695 -0.053
Cl 0.5531 -0.4077 6.3308 -0.010
C 1.0394 0.1839 3.7621 -0.072
Cl 2.7320 0.4380 4.1907 0.017
C -0.4969 -3.9653 6.8952 -0.626
C -0.5524 -3.7488 5.3942 -0.039
C -1.7206 -3.9114 4.6867 -0.207
C -1.9057 -3.5606 3.3765 -0.208
C -0.7422 -3.1620 2.6566 -0.314
C 0.4922 -3.0844 3.3286 -0.160
C 0.5807 -3.2996 4.6915 -0.236
S -0.7262 -3.0797 0.8079 2.400
O -1.2867 -4.3803 0.4202 -0.976
O 0.6960 -2.8392 0.4985 -0.989
O -1.5522 -1.9215 0.4383 -1.042
H 0.2165 -4.8066 7.2206 0.203
H -1.4740 -4.1166 7.3677 0.208
H -0.1945 -3.1168 7.4221 0.220
H -2.6222 -4.2067 5.3559 0.193
H -2.9328 -3.5823 2.9371 0.239
H 1.3394 -2.8282 2.7291 0.242
H 1.5277 -3.2928 5.2508 0.210
F 3.6558 5.0633 0.8515 -0.331
C 3.8598 5.5195 -0.4099 0.738
F 4.5909 4.6496 -1.0387 -0.309
F 4.5209 6.6555 -0.3430 -0.318
S 2.1704 5.7258 -1.3162 2.238
O 1.4784 4.5053 -1.0482 -0.956
O 1.6031 6.9335 -0.7988 -0.934
N 2.7732 5.9339 -2.7913 -1.223
S 1.9819 5.4879 -4.0668 2.273
O 2.4107 6.2918 -5.1476 -0.945
O 0.5973 5.0673 -3.9728 -0.939
C 2.8078 3.8875 -4.4076 0.685
F 2.4290 2.9642 -3.5144 -0.322
F 2.4198 3.4250 -5.6246 -0.332
F 4.1328 4.0349 -4.3386 -0.319
Br -1.4794 0.3149 -5.2027 0.079
C -1.1252 -1.5008 -4.9083 -0.049
C -0.8079 -2.2443 -6.0619 -0.246
C -0.5674 -3.5929 -5.8537 -0.218
C -0.6021 -4.1930 -4.6491 -0.217
C -0.8346 -3.3991 -3.4804 -0.151
C -1.0615 -2.0520 -3.6186 -0.172
C -1.2635 -1.0863 -2.4844 0.768
O -2.4079 -0.7909 -2.1674 -0.646
O -0.2067 -0.6466 -1.8907 -0.717
H -0.7924 -1.8047 -7.0091 0.219
H -0.2692 -4.3205 -6.6318 0.200
H -0.4765 -5.2681 -4.6216 0.207
H -0.7712 -3.9530 -2.5570 0.247
```

=====

# 2
Molecular formula: C23H14ClMnO5P
Method: DFT, ωB97M-V with the def2-TZVPD basis set

2S+1: 6
LUMO energy (spin up / spin down): -0.633 / -0.772 eV
Gap between HOMO and LUMO (spin up / spin down): 0.24538 / 0.24358 hartree
Total charge: 0
HOMO level (spin up / spin down): -7.31 / -7.40 eV

Structure (XYZ):
```
45
Properties=species:S:1:pos:R:3:nbo_charge:R:1
Mn -1.2046 0.3408 1.5928 1.495
Cl -2.2358 -2.0090 0.4675 -0.006
C -0.7213 -2.9176 0.1693 0.022
C -0.7631 -4.3098 0.2892 -0.225
C 0.4453 -5.0095 0.1697 -0.174
C 1.6120 -4.2699 0.0618 -0.200
C 1.6183 -2.9335 -0.2882 -0.169
C 0.4314 -2.1814 -0.1511 -0.402
P 0.4233 -0.3864 -0.2877 0.803
C -0.3903 0.0282 -1.8231 -0.369
C -0.3598 -0.7034 -2.9793 -0.195
C -0.8520 -0.1975 -4.1437 -0.205
C -1.4041 1.0877 -4.1024 -0.192
C -1.4580 1.8215 -2.9512 -0.139
C -0.9769 1.2750 -1.8319 -0.208
C 2.0920 0.2585 -0.4445 -0.379
C 2.5359 0.5605 -1.7433 -0.178
C 3.7345 1.3313 -1.8578 -0.196
C 4.4890 1.6469 -0.7317 -0.179
C 4.0422 1.3008 0.5351 -0.199
C 2.8039 0.6474 0.6642 -0.185
H -1.7395 -4.6668 0.5273 0.243
H 0.4605 -6.1013 0.4056 0.239
H 2.5662 -4.7250 0.1185 0.224
H 2.5332 -2.3841 -0.3953 0.230
H 0.1405 -1.6247 -3.0107 0.214
H -0.7096 -0.7403 -5.0787 0.226
H -1.8379 1.4338 -5.0441 0.220
H -1.8476 2.8502 -2.9963 0.226
H -0.9247 1.8933 -0.9845 0.219
H 1.9755 0.3081 -2.5804 0.221
H 3.9680 1.6381 -2.8444 0.220
H 5.3353 2.3245 -0.8457 0.226
H 4.5048 1.6636 1.4397 0.231
H 2.4096 0.3095 1.6462 0.227
O -4.3821 3.5173 5.5690 -0.467
C -3.7674 2.8764 4.7580 0.382
C -4.0546 2.7861 3.2925 0.365
O -4.9949 3.3132 2.6752 -0.534
C -2.9722 1.9332 2.7630 0.195
C -2.0217 1.6193 3.7895 0.221
O -1.0032 0.9384 3.4283 -0.841
C -2.5776 2.0439 5.0715 0.370
O -2.2118 1.8137 6.1779 -0.514
O -2.7104 1.5991 1.5041 -0.861
```

=====

# 3
Molecular formula: C23H14N5S2Sn
Method: DFT, ωB97M-V with the def2-TZVPD basis set

LUMO energy: 1.959 eV
Energy above the lowest of the compared OMol25 structures with the same formula, charge and spin: 0.0 kcal per mole
Gap between HOMO and LUMO: 0.22425 hartree
Total charge: -1
HOMO level: -4.14 eV

Structure (XYZ):
```
45
Properties=species:S:1:pos:R:3:nbo_charge:R:1
Sn -0.6522 1.0771 -0.6100 1.098
C 3.9907 2.1603 -0.7082 -0.261
C 2.5924 2.2072 -0.8282 0.081
N 1.8312 1.1564 -0.6421 -0.484
C 2.3863 -0.0211 -0.2739 0.199
C 3.7857 -0.1505 -0.0793 -0.094
C 4.5835 0.9848 -0.3449 -0.125
C 4.3253 -1.3623 0.3953 -0.259
C 3.4738 -2.3721 0.7590 -0.184
C 2.0938 -2.2625 0.5615 -0.292
C 1.5210 -1.1423 -0.0385 0.182
N 0.1895 -0.9912 -0.3229 -0.708
C -0.6738 -2.0525 -0.4136 0.186
C -0.3430 -3.3528 -0.7829 -0.286
C -1.2910 -4.3829 -0.7820 -0.186
C -2.5913 -4.1586 -0.4147 -0.250
C -3.0005 -2.8425 -0.1173 -0.094
C -4.3244 -2.5106 0.2433 -0.137
C -4.6627 -1.2048 0.4592 -0.260
C -3.6883 -0.2111 0.2729 0.069
N -2.4407 -0.4924 -0.0189 -0.479
C -2.0623 -1.7822 -0.1773 0.200
H 4.5711 3.0545 -0.8884 0.225
H 2.0956 3.1370 -1.0831 0.232
H 5.6577 0.9077 -0.2252 0.207
H 5.3968 -1.4603 0.5181 0.203
H 3.8613 -3.2819 1.2020 0.205
H 1.4462 -3.0469 0.9218 0.219
H 0.6697 -3.5697 -1.0883 0.221
H -0.9739 -5.3812 -1.0595 0.206
H -3.3122 -4.9650 -0.3623 0.203
H -5.0499 -3.3095 0.3437 0.209
H -5.6640 -0.9216 0.7524 0.221
H -3.9355 0.8387 0.3632 0.232
S 0.1783 3.3916 1.7293 0.235
C -0.5084 4.2930 0.3600 -0.435
C 0.4447 5.0245 -0.3803 0.288
N 1.2654 5.6065 -0.9501 -0.408
C -1.8486 4.4042 0.0748 -0.230
S -3.1627 3.7556 0.9296 -0.312
C -2.2363 5.1703 -1.0738 0.273
N -2.6327 5.7698 -1.9736 -0.347
C -0.3860 1.6573 1.5660 -1.003
H 0.3968 1.0816 2.0661 0.215
H -1.3162 1.5506 2.1210 0.224
```